1.
10
Properties=species:S:1:pos:R:3 method="wB97M-V/def2-TZVPD" charge=+1 lumo_energy_ev=-8.220 homo_lumo_gap_ev=8.542 e_above_lowest_kcal_mol=91.36 smiles="O=C1CC[N+]1=O" energy_ev=-8749.0268
O 1.967 -1.074 0.953
C 0.996 -0.589 0.443
C 0.311 -0.292 -0.967
C -0.804 0.511 -0.215
N -0.185 0.174 1.145
O -0.502 0.362 2.243
H 0.801 0.257 -1.682
H 0.052 -1.284 -1.377
H -0.820 1.583 -0.408
H -1.816 0.353 -0.135

2.
51
Properties=species:S:1:pos:R:3 method="wB97M-V/def2-TZVPD" charge=+1 lumo_energy_ev=-4.348 homo_lumo_gap_ev=6.342 energy_ev=-63643.3232
Cl -5.800 2.549 -2.209
C -4.328 1.734 -1.831
C -4.298 0.329 -1.784
C -3.082 -0.328 -1.615
C -1.872 0.391 -1.458
C -0.587 -0.335 -1.328
C 0.635 0.391 -1.378
C 1.899 -0.174 -1.436
C 3.138 0.549 -1.627
C 4.326 -0.216 -1.756
C 5.562 0.372 -2.017
C 5.646 1.774 -2.122
Cl 7.168 2.505 -2.365
C 4.494 2.560 -1.988
C 3.257 1.964 -1.734
C -1.945 1.800 -1.427
C -3.145 2.466 -1.642
H -5.224 -0.218 -1.895
H -3.084 -1.414 -1.603
H -0.596 -1.347 -1.858
H 0.615 1.479 -1.441
H 1.991 -1.248 -1.279
H 4.247 -1.304 -1.715
H 6.456 -0.231 -2.135
H 4.580 3.647 -2.081
H 2.359 2.586 -1.676
H -1.057 2.398 -1.221
H -3.179 3.552 -1.661
C -0.055 -3.528 2.484
S 0.362 -2.678 0.903
C -0.285 -3.962 -0.212
C -0.802 -1.416 0.592
C -0.960 -0.453 1.673
C -2.193 0.241 1.849
C -2.323 1.211 2.808
C -1.260 1.483 3.687
C -1.444 2.427 4.758
N -1.618 3.197 5.633
C -0.042 0.801 3.534
C 0.111 -0.147 2.522
H 0.175 -2.902 3.350
H -1.106 -3.837 2.486
H 0.582 -4.417 2.533
H -0.228 -3.561 -1.226
H 0.384 -4.821 -0.098
H -1.310 -4.202 0.084
H -1.726 -1.787 0.143
H -3.041 -0.031 1.205
H -3.258 1.761 2.923
H 0.767 1.018 4.240
H 1.090 -0.628 2.415

3.
49
Properties=species:S:1:pos:R:3 method="wB97M-V/def2-TZVPD" charge=+1 lumo_energy_ev=-6.035 homo_lumo_gap_ev=5.233 energy_ev=-36868.9963
F 1.153 -3.155 5.670
C 0.248 -2.261 5.138
C -1.111 -2.489 5.323
C -2.005 -1.497 4.889
C -1.545 -0.322 4.323
C -0.145 -0.108 4.074
C 0.274 1.120 3.475
C 1.525 1.795 3.594
C 1.634 3.155 3.120
C 2.828 3.849 3.216
C 3.979 3.218 3.712
C 3.901 1.912 4.205
C 2.688 1.236 4.212
C 0.745 -1.173 4.434
H -1.482 -3.409 5.763
H -3.074 -1.665 4.999
H -2.248 0.485 4.079
H -0.497 1.663 2.934
H 0.736 3.643 2.717
H 2.886 4.885 2.882
H 4.928 3.750 3.717
H 4.791 1.414 4.589
H 2.618 0.286 4.740
H 1.807 -1.150 4.171
H -1.172 1.732 1.332
Si -2.332 2.656 0.961
C -2.907 2.259 -0.745
C -3.451 3.318 -1.489
C -4.124 3.049 -2.688
C -4.192 1.736 -3.166
C -3.579 0.690 -2.461
C -2.910 0.952 -1.255
C -3.822 2.623 2.064
C -4.223 1.418 2.662
C -5.305 1.406 3.554
C -6.032 2.583 3.786
C -5.697 3.765 3.112
C -4.589 3.788 2.253
H -1.842 4.049 0.960
H -3.372 4.341 -1.106
H -4.593 3.863 -3.245
H -4.709 1.531 -4.103
H -3.628 -0.326 -2.858
H -2.418 0.154 -0.694
H -3.686 0.495 2.424
H -5.586 0.486 4.074
H -6.862 2.576 4.495
H -6.301 4.664 3.264
H -4.321 4.703 1.717

4.
17
Properties=species:S:1:pos:R:3 method="wB97M-V/def2-TZVPD" charge=0 lumo_energy_ev="0.498 / 0.498" homo_lumo_gap_ev="7.635 / 7.636" e_above_lowest_kcal_mol=121.46 energy_ev=-9437.7761
C 0.834 1.372 0.876
C 0.140 0.043 1.091
C -1.484 0.270 -0.421
O -0.959 1.004 -1.292
C -1.115 -1.207 -0.499
C 0.213 -1.086 0.171
O 1.167 -0.555 -1.297
H 1.937 1.307 0.795
H 0.642 2.011 1.745
H 0.456 1.894 -0.011
H 0.371 -0.309 2.103
H -2.381 0.605 0.116
H 0.470 0.143 -1.562
H -1.757 -1.806 0.159
H -1.137 -1.628 -1.513
H 0.703 -2.022 0.469
H 1.903 -0.035 -0.933

5.
49
Properties=species:S:1:pos:R:3 method="wB97M-V/def2-TZVPD" charge=+1 lumo_energy_ev="-6.055 / -5.582" homo_lumo_gap_ev="2.519 / 3.375" s_squared=2.286 multiplicity=3 energy_ev=-61636.6484
O -1.507 0.790 -2.893
H -2.814 2.025 -3.486
Tm 0.950 0.141 -0.317
N 1.884 -2.036 -0.143
N -0.546 -1.697 -0.607
N 0.764 2.434 -0.182
N -0.894 0.946 0.934
O 3.035 -2.156 0.451
O 1.505 3.205 -1.067
O -1.863 0.100 1.370
O -1.831 -1.507 -0.536
C -0.131 -2.990 -0.734
C 1.239 -3.185 -0.471
C -0.096 3.111 0.583
C -1.041 2.245 1.236
C 1.887 -4.521 -0.514
H 1.753 -5.012 -1.489
H 1.449 -5.197 0.231
H 2.950 -4.423 -0.310
C -1.051 -4.120 -1.029
H -2.082 -3.813 -1.181
H -1.064 -4.866 -0.229
H -0.736 -4.654 -1.930
C -0.156 4.587 0.733
C -2.117 2.775 2.116
H 0.624 5.046 0.129
H -0.006 4.878 1.783
H -1.134 4.983 0.425
H -2.749 1.983 2.526
H -2.752 3.476 1.566
H -1.684 3.336 2.950
H 1.884 2.529 -1.678
H -1.947 -0.589 0.589
C -2.682 0.881 -3.679
H -2.462 0.558 -4.705
H -3.513 1.779 -4.160
H -3.375 0.180 -3.289
O 1.797 0.609 -1.952
H -0.790 1.093 -3.468
H 2.397 0.570 -2.704
C 1.325 -0.915 3.273
C 2.158 0.245 2.769
O 2.510 0.119 1.364
H 0.284 -0.890 2.939
H 1.275 -0.897 4.362
H 1.749 -1.881 2.992
H 1.580 1.171 2.869
H 3.062 0.353 3.370
H 2.964 -0.799 1.198

6.
14
Properties=species:S:1:pos:R:3 method="wB97M-V/def2-TZVPD" charge=0 lumo_energy_ev=0.924 homo_lumo_gap_ev=9.454 e_above_lowest_kcal_mol=114.40 energy_ev=-8264.3653
C 1.513 0.040 0.646
C 0.349 0.106 -1.488
N 0.248 -0.068 -0.053
C -1.259 -0.277 0.889
O -2.612 -0.554 0.787
N -1.039 0.941 0.473
H -3.009 0.047 0.136
H -0.854 -0.910 1.686
H 1.968 1.030 0.486
H 0.810 1.066 -1.753
H 1.352 -0.094 1.720
H 2.211 -0.730 0.290
H 0.970 -0.687 -1.904
H -0.649 0.089 -1.913